# C39H43As2ClLuSi2

C39H43As2ClLuSi2 as an isolated structure (ωB97M-V/def2-TZVPD, the Open Molecules 2025 dataset).

```
! RIJCOSX wB97M-V def2-TZVPD def2/J DEFGRID3
* xyz 1 1
C 1.3351 -1.9864 2.7703
C 1.1239 -2.2536 1.3833
C 2.1260 -1.5630 0.6568
H 0.3842 -2.9292 0.9575
C 2.9423 -0.8376 1.5758
C 2.4524 -1.0983 2.8916
H 2.9055 -0.7624 3.8231
H 0.8346 -2.4856 3.5978
H 2.3014 -1.6607 -0.4076
H 3.8225 -0.2487 1.3209
Lu 0.7794 0.1474 1.7450
Si -1.3334 0.7137 -0.9758
C -2.0916 -0.6951 -1.9208
C -3.3113 -0.4865 -2.5888
H -3.7762 0.5023 -2.5574
C -3.9185 -1.5245 -3.2991
H -4.8859 -1.3619 -3.7846
C -3.2724 -2.7656 -3.4009
H -3.7147 -3.5640 -3.9969
C -2.0402 -2.9754 -2.7703
H -1.5040 -3.9222 -2.8684
C -1.4741 -1.9631 -1.9935
H -0.5314 -2.1705 -1.4713
C 0.4720 0.8973 -1.5420
C 1.1970 -0.2004 -2.2028
H 0.7142 -1.1245 -2.5031
C 2.5641 0.0483 -2.6251
H 3.0210 -0.5905 -3.3911
C 3.3517 0.8979 -1.7832
H 4.4383 0.8898 -1.8887
C 2.7137 1.6422 -0.8177
H 3.3079 2.1136 -0.0245
C 1.3280 1.7720 -0.7855
H 0.8852 2.4750 -0.0712
H -0.9074 0.0484 0.3508
Si 1.3126 1.2904 -3.3370
C 2.2693 2.7344 -4.0501
C 2.6481 2.6404 -5.3999
H 2.0853 1.9875 -6.0712
C 3.7663 3.3532 -5.8535
H 4.0899 3.2402 -6.8886
C 4.4725 4.1931 -4.9815
H 5.3964 4.6827 -5.3051
C 3.9743 4.4122 -3.6891
H 4.4656 5.1172 -3.0179
C 2.8461 3.7223 -3.2401
H 2.4434 3.9071 -2.2435
C -0.0592 0.8358 -4.6114
C -0.0017 -0.3896 -5.2782
H 0.8540 -1.0565 -5.1320
C -1.0286 -0.7663 -6.1500
H -0.9336 -1.7017 -6.6976
C -2.1521 0.0454 -6.3242
H -2.9656 -0.2626 -6.9872
C -2.2339 1.2479 -5.6144
H -3.1036 1.8945 -5.7362
C -1.1992 1.6325 -4.7529
H -1.2771 2.5613 -4.1832
H -2.2942 1.6726 -0.4077
Cl -0.0619 2.4973 2.2266
C -1.1843 2.0140 5.4510
As 0.1954 0.7937 4.7785
C 1.6131 1.3279 6.0098
C -0.5369 -0.8314 5.6503
C -0.2319 -1.0976 6.9778
C -0.7510 -2.2569 7.5729
C -1.5678 -3.1128 6.8328
C -1.8961 -2.8221 5.4926
C -1.3743 -1.6794 4.8877
As -1.7415 -1.2212 2.9769
C -2.3642 -2.9848 2.3946
C -3.5165 -0.4289 3.1726
H -1.3603 2.7647 4.6734
H -0.8078 2.4863 6.3661
H -2.0958 1.4442 5.6645
H 1.1934 1.9778 6.7841
H 2.0560 0.4347 6.4561
H 2.3502 1.8679 5.4016
H 0.3925 -0.4108 7.5445
H -0.5170 -2.4741 8.6141
H -1.9679 -4.0212 7.2879
H -2.5444 -3.4908 4.9230
H -3.4313 -3.0788 2.6348
H -2.2132 -3.0301 1.3095
H -1.7792 -3.7666 2.8901
H -4.2203 -1.2201 3.4601
H -3.4690 0.3653 3.9259
H -3.7824 -0.0184 2.1900
*
```

Values from the calculation:
- gap between HOMO and LUMO (alpha / beta) (eV) = 6.3 / 5.8
- relative energy (zero: lowest compared OMol25 entry of this formula, charge and spin) (kcal/mol) = 32.2


# C39H43AsBaN4O3Si

C39H43AsBaN4O3Si as an isolated structure (ωB97M-V/def2-TZVPD, the Open Molecules 2025 dataset).

```
! RIJCOSX wB97M-V def2-TZVPD def2/J DEFGRID3
* xyz 0 1
Ba 1.0917 0.1843 1.1632
C 2.0229 -3.5746 1.8117
C 0.8589 -3.3542 1.0869
C -0.3210 -3.0270 1.7479
C -0.3308 -2.9143 3.1321
C 0.8352 -3.1343 3.8560
C 2.0100 -3.4679 3.1973
H 2.9434 -3.8221 1.2984
H 0.8556 -3.4225 0.0050
H -1.2135 -2.8332 1.1678
H -1.2463 -2.6546 3.6495
H 0.8306 -3.0355 4.9337
H 2.9179 -3.6345 3.7631
O 2.6482 2.6631 1.9327
C 1.8798 3.6566 2.6286
C 1.3105 4.6280 1.6105
C 0.3981 3.9844 0.5561
C -0.9067 3.4774 1.1047
C -2.0922 4.1783 0.9163
C -3.2764 3.6535 1.4097
C -3.2448 2.4490 2.0914
C -2.0191 1.8276 2.2573
N -0.8803 2.3254 1.7810
H 3.1826 2.1902 2.5831
H 2.5280 4.2056 3.3164
H 1.0856 3.1760 3.2047
H 2.1439 5.1144 1.0981
H 0.7628 5.4057 2.1490
H 0.9446 3.1664 0.0775
H 0.1907 4.7180 -0.2245
H -2.0878 5.1102 0.3662
H -4.2123 4.1731 1.2511
H -4.1462 1.9853 2.4655
H -1.9463 0.8791 2.7778
C 2.0297 1.2902 -3.4436
As 2.6182 0.5718 -1.7302
C 4.1551 1.7293 -1.3804
C 3.5758 -1.0153 -2.3423
H 2.8451 1.2854 -4.1672
H 1.6723 2.3096 -3.3034
H 1.1954 0.6968 -3.8188
H 4.7892 1.8190 -2.2630
H 4.7275 1.2959 -0.5604
H 3.8120 2.7175 -1.0753
H 4.3795 -0.7398 -3.0253
H 2.8815 -1.6824 -2.8529
H 3.9881 -1.5313 -1.4761
O -0.8661 -0.3677 -0.1373
Si -1.9354 -0.7630 -1.2338
C -3.6633 -0.7072 -0.4710
C -3.8208 -1.0782 0.8664
C -5.0608 -1.0353 1.4882
C -6.1755 -0.6031 0.7815
C -6.0415 -0.2242 -0.5472
C -4.7978 -0.2836 -1.1632
C -1.8388 0.4703 -2.6643
C -1.8650 0.1277 -4.0155
C -1.7270 1.0923 -5.0078
C -1.5648 2.4257 -4.6609
C -1.5422 2.7901 -3.3202
C -1.6747 1.8202 -2.3375
C -1.5945 -2.4854 -1.9217
C -0.3642 -2.7215 -2.5418
C -0.0109 -3.9852 -2.9913
C -0.8897 -5.0482 -2.8231
C -2.1171 -4.8360 -2.2136
C -2.4641 -3.5648 -1.7711
H -2.9490 -1.3969 1.4289
H -5.1604 -1.3379 2.5242
H -7.1445 -0.5650 1.2631
H -6.9061 0.1155 -1.1041
H -4.7071 0.0198 -2.2012
H -1.9865 -0.9120 -4.3007
H -1.7468 0.8019 -6.0510
H -1.4581 3.1785 -5.4319
H -1.4226 3.8319 -3.0446
H -1.6498 2.1070 -1.2903
H 0.3307 -1.8952 -2.6706
H 0.9473 -4.1455 -3.4714
H -0.6165 -6.0374 -3.1680
H -2.8059 -5.6610 -2.0808
H -3.4263 -3.4125 -1.2936
N 5.6699 -1.3587 2.2871
C 4.3978 -0.9082 2.4304
O 3.6851 -0.7500 1.4132
C 3.9603 -0.6259 3.7694
C 4.8124 -0.8627 4.8702
N 5.5648 -1.0786 5.7189
C 2.6542 -0.1847 3.9540
N 1.5570 0.1968 3.9586
H 5.9746 -1.6147 1.3658
H 6.2534 -1.5510 3.0825
*
```

Values from the calculation:
- gap between HOMO and LUMO (eV) = 8.4
- relative energy (zero: lowest compared OMol25 entry of this formula, charge and spin) (kcal/mol) = 9.1


# C39H43AsBr2F6N4O3RuSb

C39H43AsBr2F6N4O3RuSb as an isolated structure (ωB97M-V/def2-TZVPD, the Open Molecules 2025 dataset).

```
! RIJCOSX wB97M-V def2-TZVPD def2/J DEFGRID3
* xyz 1 5
Ru 1.0180 0.2568 0.5434
C 3.9464 0.8152 -0.7037
C 3.5469 1.9804 0.1252
C 4.4484 3.0324 0.3551
C 4.0896 4.0972 1.1238
C 2.7930 4.1429 1.6623
C 2.3004 5.2073 2.4878
Br 3.3977 6.6547 2.8931
C 1.0138 5.2074 3.0115
C 0.1593 4.1680 2.7275
Br -1.5720 4.1527 3.4060
C 0.5729 3.0616 1.8956
O -0.1840 2.1316 1.5904
C 1.9447 3.0739 1.3869
N 2.3154 2.0090 0.6453
H 4.8286 1.0346 -1.3000
H 3.1456 0.5177 -1.3789
H 4.1710 -0.0476 -0.0726
H 5.4355 2.9703 -0.0811
H 4.7843 4.9029 1.3161
H 0.6824 6.0255 3.6351
C -3.6352 -4.0661 -2.9071
C -3.7500 -3.7879 -1.3990
C -5.0438 -3.0140 -1.1138
C -3.7974 -5.1181 -0.6457
C -2.5436 -2.9549 -0.9886
C -1.4644 -3.4708 -0.2930
C -0.4016 -2.6532 0.0553
N -0.3569 -1.3585 -0.2511
C -1.3437 -0.8669 -1.0273
C -2.4448 -1.6158 -1.3736
C -1.0943 0.4865 -1.5607
C -1.8494 1.0433 -2.5705
C -1.4806 2.2434 -3.1702
C -0.3112 2.8332 -2.7012
C 0.3897 2.2419 -1.6748
N 0.0083 1.1010 -1.0854
C -2.3097 2.8143 -4.3104
C -2.2745 1.8155 -5.4791
C -3.7575 3.0027 -3.8337
C -1.7672 4.1597 -4.7893
H -4.4769 -4.6788 -3.2359
H -2.7106 -4.5986 -3.1372
H -3.6442 -3.1388 -3.4845
H -5.9036 -3.6517 -1.3239
H -5.1412 -2.1245 -1.7388
H -5.1001 -2.7072 -0.0663
H -4.7056 -5.6548 -0.9215
H -3.8108 -4.9690 0.4368
H -2.9524 -5.7604 -0.8983
H -1.4190 -4.5103 -0.0042
H 0.4369 -3.0415 0.6069
H -3.2269 -1.1706 -1.9704
H -2.7159 0.5108 -2.9313
H 0.0756 3.7453 -3.1305
H 1.2969 2.6974 -1.3144
H -2.7193 0.8565 -5.2067
H -1.2504 1.6325 -5.8092
H -2.8389 2.2192 -6.3211
H -4.2169 2.0583 -3.5365
H -4.3560 3.4203 -4.6445
H -3.8066 3.6890 -2.9856
H -0.7628 4.0671 -5.2076
H -1.7468 4.8992 -3.9854
H -2.4147 4.5465 -5.5768
O 1.1181 -2.5502 2.3843
C 2.0526 -1.8077 2.5758
N 2.1293 -0.4666 2.1493
C 3.1958 0.1259 2.8619
O 3.4588 1.3062 2.9266
C 3.9272 -0.9450 3.5950
C 5.0500 -0.8728 4.3934
C 5.4863 -2.0587 4.9749
C 4.8032 -3.2578 4.7689
C 3.6576 -3.3078 3.9802
C 3.2493 -2.1257 3.3988
H 5.5704 0.0627 4.5507
H 6.3679 -2.0536 5.6026
H 5.1694 -4.1626 5.2361
H 3.1188 -4.2316 3.8163
C -1.7752 -2.0839 3.0857
As -1.0096 -0.3997 2.4996
C -0.4493 0.3192 4.2150
C -2.6958 0.4971 2.0982
H -2.5027 -1.8510 3.8635
H -0.9981 -2.7375 3.4710
H -2.2775 -2.5705 2.2523
H -1.3193 0.6330 4.7899
H 0.2288 1.1596 4.0846
H 0.0718 -0.4748 4.7491
H -3.2196 0.7072 3.0308
H -3.2965 -0.1871 1.4987
H -2.5348 1.4241 1.5555
F 2.3512 -1.6770 -0.4926
Sb 2.5822 -2.1395 -2.3645
F 4.2793 -1.3360 -2.2727
F 3.2676 -3.7730 -1.7786
F 2.7806 -2.4418 -4.1941
F 0.8488 -2.8682 -2.4081
F 1.8135 -0.4207 -2.6609
*
```

Values from the calculation:
- gap between HOMO and LUMO (alpha / beta) (eV) = 7.2 / 6.0
- <S²> = 6.0496
- relative energy (zero: lowest compared OMol25 entry of this formula, charge and spin) (kcal/mol) = 0.0


# C39H43BBrN6O8

C39H43BBrN6O8 as an isolated structure (ωB97M-V/def2-TZVPD, the Open Molecules 2025 dataset).

```
! RIJCOSX wB97M-V def2-TZVPD def2/J DEFGRID3
* xyz -1 1
C -4.7765 4.7661 1.6636
C -3.7083 5.0197 1.1393
C -2.2831 5.2440 0.5445
C -1.7349 3.7950 0.1996
C -1.4133 3.4175 -1.1719
C -0.9345 2.0557 -1.5212
C -0.8148 1.1133 -0.4115
C -1.1105 1.5013 0.9859
C -1.5830 2.8548 1.3369
N -1.8895 3.2034 2.7075
C -2.9178 2.6323 3.1010
O -3.8732 1.9608 3.2226
C -0.9414 0.4060 2.1108
O -0.4329 0.6658 3.1846
C -1.4537 -1.0122 1.6962
C -2.2005 -1.8449 2.6300
C -2.4711 -1.2832 4.0564
C -1.2980 -1.5409 5.0914
O -1.2230 -0.7747 6.0118
Br -0.0407 -3.0489 4.9493
C -2.6897 -3.1741 2.1413
C -3.5119 -4.0220 3.1534
C -4.9489 -3.3388 3.2800
O -5.7587 -3.7225 2.1448
C -2.3905 -3.5505 0.7662
C -2.9147 -4.9305 0.2264
O -4.0479 -5.0533 -0.2890
O -2.1320 -5.9771 0.3064
C -1.6300 -2.7037 -0.1926
B -1.3743 -3.1758 -1.7212
N -2.4115 -3.2134 -2.7699
O -0.0270 -3.5319 -2.0500
C -1.1473 -1.4058 0.2869
C -0.3613 -0.3867 -0.6012
O 0.5458 -0.6835 -1.3482
H -5.5173 4.2125 2.2751
H -1.6148 5.7917 1.2499
H -2.4457 5.7748 -0.4302
H -1.5084 4.1318 -2.0274
H -0.6830 1.7637 -2.5708
H -2.6170 -0.1706 4.0167
H -3.3953 -1.6934 4.5450
H -3.5879 -5.1074 2.8916
H -3.0701 -3.9726 4.1913
H -4.8409 -2.2147 3.2168
H -5.4604 -3.5872 4.2516
H -6.0140 -2.8938 1.7132
H -2.2772 -2.3470 -3.3166
H -3.3522 -3.0898 -2.3670
H 0.0363 -4.4776 -2.2518
C -6.5076 2.2177 0.2110
C -5.7442 2.5930 -1.0533
C -5.5007 1.3939 -1.9699
C -4.6937 0.3659 -1.2645
N -4.0681 -0.4334 -0.7158
H -5.9467 1.5082 0.8239
H -6.6871 3.1020 0.8211
H -7.4757 1.7712 -0.0335
H -4.7894 3.0466 -0.7723
H -6.3107 3.3515 -1.6006
H -4.9659 1.7074 -2.8686
H -6.4507 0.9512 -2.2780
C 4.8581 2.3397 0.8939
C 3.4587 1.9063 1.3144
C 2.6951 1.1996 0.1908
C 2.5409 2.1145 -0.9698
N 2.4270 2.8256 -1.8724
H 4.8249 3.0678 0.0790
H 5.3776 2.8129 1.7304
H 5.4482 1.4861 0.5684
H 2.8995 2.7858 1.6467
H 3.5350 1.2326 2.1710
H 1.7076 0.8984 0.5403
H 3.2282 0.3022 -0.1315
C 8.7286 2.8873 -2.3614
C 7.5914 2.5493 -3.3196
C 6.2694 2.2681 -2.5998
C 6.4239 1.1077 -1.6861
N 6.5487 0.2019 -0.9831
H 8.9510 2.0540 -1.6914
H 9.6415 3.1082 -2.9181
H 8.4818 3.7614 -1.7529
H 7.8782 1.6805 -3.9185
H 7.4489 3.3833 -4.0113
H 5.4851 2.0453 -3.3254
H 5.9555 3.1383 -2.0198
C 5.2920 -2.9237 -1.2253
C 5.1518 -4.2939 -1.8780
C 4.2217 -4.2808 -3.0934
C 2.8561 -3.8511 -2.6839
N 1.7859 -3.5194 -2.3673
H 4.3358 -2.5636 -0.8391
H 5.9845 -2.9723 -0.3829
H 5.6748 -2.1876 -1.9359
H 4.7793 -5.0049 -1.1355
H 6.1407 -4.6431 -2.1895
H 4.1646 -5.2790 -3.5335
H 4.5972 -3.5951 -3.8567
*
```

Values from the calculation:
- gap between HOMO and LUMO (eV) = 5.9


# C39H43ClFeP2Si2

C39H43ClFeP2Si2 as an isolated structure (ωB97M-V/def2-TZVPD, the Open Molecules 2025 dataset).

```
! RIJCOSX wB97M-V def2-TZVPD def2/J DEFGRID3
* xyz 1 6
C 0.0419 0.4544 1.5590
C 0.0578 1.7352 0.9114
C -1.2279 1.9456 0.3318
H 0.8926 2.4374 0.8903
C -2.0371 0.7950 0.5955
C -1.2471 -0.1382 1.3477
H -1.5839 -1.0749 1.7739
H 0.8360 0.0150 2.1596
H -1.5449 2.8494 -0.1855
H -3.0730 0.6542 0.3047
Fe -0.2862 0.1633 -0.5673
Si -2.7575 2.6073 -5.5006
C -2.0123 2.5442 -7.2424
C -2.3471 1.5851 -8.2180
H -3.0173 0.7607 -7.9671
C -1.8155 1.6844 -9.5112
H -2.0848 0.9422 -10.2632
C -0.9502 2.7238 -9.8531
H -0.5476 2.8099 -10.8681
C -0.5936 3.6594 -8.8738
H 0.1013 4.4633 -9.1063
C -1.1150 3.5659 -7.5772
H -0.8080 4.2884 -6.8121
C -4.6097 2.4193 -5.8464
C -5.1675 3.4669 -6.6026
H -4.5178 4.2747 -6.9567
C -6.5396 3.5049 -6.8839
H -6.9393 4.3194 -7.4918
C -7.3904 2.5069 -6.3939
H -8.4611 2.5284 -6.6158
C -6.8434 1.4715 -5.6269
H -7.4841 0.6847 -5.2293
C -5.4689 1.4192 -5.3681
H -5.0534 0.6075 -4.7688
H -2.5136 3.9578 -4.9161
Si -1.6330 1.0366 -4.0168
C -2.7784 1.7646 -2.6774
C -2.7652 3.1422 -2.3762
H -1.8722 3.7416 -2.5664
C -3.9247 3.7573 -1.9097
H -3.9154 4.8274 -1.7321
C -5.0796 3.0070 -1.7075
H -6.0080 3.5048 -1.4309
C -5.0392 1.6180 -1.8294
H -5.9250 1.0315 -1.5950
C -3.8724 0.9820 -2.2626
H -3.8360 -0.1123 -2.3238
C 0.0744 1.8573 -4.0733
C 0.5366 2.8379 -3.1760
H 0.1152 2.9599 -2.1712
C 1.5323 3.7264 -3.5912
H 1.8460 4.5216 -2.9170
C 2.0963 3.6114 -4.8609
H 2.7987 4.3630 -5.2226
C 1.7441 2.5332 -5.6793
H 2.1944 2.4173 -6.6613
C 0.7815 1.6119 -5.2645
H 0.5152 0.7725 -5.9224
H -2.0205 0.1513 -5.1167
Cl -1.1684 -0.9189 -3.1155
C -0.5757 -3.1898 -0.9546
P 0.7165 -1.9226 -0.7404
C 1.9181 -2.1713 -2.0787
C 1.5044 -2.3681 0.8747
C 0.8278 -3.1895 1.7741
C 1.2981 -3.3656 3.0785
C 2.4599 -2.7101 3.4925
C 3.1473 -1.8820 2.5967
C 2.6802 -1.6923 1.2989
P 3.6192 -0.6149 0.1279
C 3.7104 0.9602 1.0725
C 5.3262 -1.2612 0.3517
H -0.1245 -4.1701 -0.7574
H -0.9707 -3.1562 -1.9770
H -1.3969 -3.0122 -0.2473
H 2.9052 -2.4249 -1.6686
H 1.5661 -3.0027 -2.7054
H 2.0054 -1.2658 -2.6951
H -0.0739 -3.7020 1.4407
H 0.7426 -3.9985 3.7707
H 2.8409 -2.8387 4.5049
H 4.0736 -1.3865 2.8878
H 4.5220 0.9167 1.8114
H 3.9225 1.7527 0.3405
H 2.7547 1.1823 1.5619
H 5.4204 -1.8852 1.2473
H 5.5581 -1.8673 -0.5335
H 6.0281 -0.4192 0.3962
*
```

Values from the calculation:
- gap between HOMO and LUMO (alpha / beta) (eV) = 8.3 / 6.2
- <S²> = 8.7733
- relative energy (zero: lowest compared OMol25 entry of this formula, charge and spin) (kcal/mol) = 0.0